Density functional theory data (wB97M-V/def2-TZVPD) for a structure of composition C36H28AsNaSSb.

Cartesian coordinates (Å):
Na  1.136  1.728  0.254
S  1.378  1.696  2.768
Sb  -0.451  0.360  2.992
C  -2.036  1.196  1.896
C  -2.769  0.545  0.903
C  -3.781  1.230  0.238
C  -4.058  2.552  0.557
C  -3.326  3.205  1.543
C  -2.313  2.533  2.215
C  -1.097  0.347  4.976
C  -0.166  0.099  5.985
C  -0.580  0.129  7.310
C  -1.905  0.414  7.619
C  -2.825  0.668  6.610
C  -2.424  0.636  5.280
C  0.087  -1.581  2.387
C  1.226  -2.095  3.018
C  1.688  -3.359  2.680
C  1.025  -4.108  1.715
C  -0.097  -3.594  1.080
C  -0.571  -2.328  1.409
H  -2.578  -0.484  0.641
H  -4.359  0.723  -0.527
H  -4.852  3.078  0.038
H  -3.543  4.238  1.792
H  -1.737  3.054  2.972
H  0.876  -0.092  5.754
H  0.136  -0.061  8.101
H  -2.222  0.443  8.655
H  -3.856  0.893  6.856
H  -3.146  0.829  4.495
H  1.769  -1.510  3.752
H  2.568  -3.760  3.172
H  1.385  -5.099  1.458
H  -0.615  -4.178  0.329
H  -1.449  -1.957  0.903
C  0.772  2.389  -7.066
C  1.932  1.846  -6.532
C  2.024  1.593  -5.167
C  0.948  1.889  -4.345
C  -0.210  2.448  -4.872
C  -0.300  2.691  -6.236
As  0.978  1.525  -2.444
C  0.046  -0.188  -2.388
C  -1.318  -0.401  -2.514
C  -1.807  -1.703  -2.524
C  -0.927  -2.776  -2.402
C  0.438  -2.557  -2.272
C  0.933  -1.259  -2.265
C  2.364  -0.873  -2.148
C  3.431  -1.745  -1.979
C  4.724  -1.246  -1.882
C  4.965  0.122  -1.946
C  3.903  1.004  -2.109
C  2.612  0.501  -2.221
H  0.705  2.583  -8.131
H  2.770  1.614  -7.177
H  2.925  1.159  -4.762
H  -1.042  2.699  -4.230
H  -1.203  3.123  -6.648
H  -1.997  0.433  -2.621
H  -2.870  -1.885  -2.641
H  -1.309  -3.791  -2.422
H  1.114  -3.402  -2.187
H  3.262  -2.816  -1.920
H  5.553  -1.932  -1.752
H  5.977  0.500  -1.865
H  4.088  2.066  -2.156

The calculation puts the largest force on an atom at 0.0075 Eh/bohr. Its HOMO-LUMO gap is 8.89 eV. As for the calculated total energy: -120409.41218 eV. As for the energy above the lowest of the compared OMol25 structures with the same formula, charge and spin: 0.0 kcal/mol. The highest occupied orbital energy is -0.4110 hartree. The total charge is +1.